{
  "formula": "CHBrClNO",
  "method": "ωB97M-V/def2-TZVPD",
  "largest_force_ha_per_bohr": 0.12454,
  "homo_energy_ev": -9.57,
  "spin_multiplicity": 1,
  "total_charge": 0,
  "relative_energy_ev": 2.3321,
  "smiles": "N#CCl.OBr",
  "e_tot_ha": -3202.8100,
  "orbital_gap_ev": 9.75,
  "species": ["C", "N", "O", "Cl", "Br", "H"],
  "xyz": [[2.332, 1.089, -0.212], [1.305, 0.698, -0.555], [-0.759, 2.213, -0.448], [3.835, 1.435, 0.185], [-2.123, 1.118, -0.046], [-0.152, 1.649, -0.746]],
  "lowdin_charge": [-0.787, 0.126, -0.628, 0.824, 0.671, -0.205]
}